This record from the OMol25 dataset describes a single C4H8O3 molecule. The level of theory is the ωB97M-V functional and the def2-TZVPD basis.

The highest occupied orbital energy is -10.188 eV. Its HOMO-LUMO gap is 11.110 eV. The energy relative to the best compared isomer or geometry (same formula, charge and spin) comes out at 63.3 kcal per mole. As for the lowest unoccupied orbital energy: 0.9 eV. The SMILES is CO[C@H]1O[C@H]1CO.

ORCA input file:
```
! wB97M-V def2-TZVPD RIJCOSX def2/J DEFGRID3
* xyz 0 1
C 1.60 0.78 -1.79
O 1.13 0.36 -0.52
C -0.07 0.95 -0.18
O -1.25 0.39 -0.71
C -0.97 0.22 0.69
C -0.66 -1.19 1.15
O -1.51 -1.45 2.26
H 1.56 1.87 -1.89
H 2.65 0.46 -1.86
H 1.02 0.32 -2.59
H -0.04 2.04 -0.20
H -1.63 0.77 1.36
H -0.85 -1.87 0.31
H 0.40 -1.28 1.43
H -1.37 -2.36 2.54
*
```

Löwdin atomic charge list, values in e, 2 entries: C -0.0751; O -0.0995


This record from the OMol25 dataset describes a single C4H8O3 molecule. The level of theory is the ωB97M-V functional and the def2-TZVPD basis.

The highest occupied orbital energy is -10.174 eV. Its HOMO-LUMO gap is 11.078 eV. The energy relative to the best compared isomer or geometry (same formula, charge and spin) comes out at 48.9 kcal per mole. As for the lowest unoccupied orbital energy: 0.9 eV. The SMILES is CO[C@@]1(O)O[C@@H]1C.

ORCA input file:
```
! wB97M-V def2-TZVPD RIJCOSX def2/J DEFGRID3
* xyz 0 1
C -0.19 -2.55 -0.06
O 0.61 -1.38 -0.22
C -0.04 -0.20 -0.01
O -1.24 -0.12 -0.70
O -0.09 0.32 1.29
C 0.77 0.96 0.30
C 0.40 2.35 -0.14
H -0.63 -2.59 0.94
H 0.49 -3.39 -0.19
H -0.98 -2.59 -0.82
H -1.86 0.31 -0.10
H 1.83 0.78 0.50
H 1.02 2.64 -0.99
H 0.56 3.07 0.66
H -0.65 2.39 -0.45
*
```

Löwdin atomic charge list, values in e, 2 entries: C -0.0581; O -0.0372


This record from the OMol25 dataset describes a single C4H8O3S molecule. The level of theory is the ωB97M-V functional and the def2-TZVPD basis.

The highest occupied orbital energy is -8.890 eV. Its HOMO-LUMO gap is 9.587 eV. The energy relative to the best compared isomer or geometry (same formula, charge and spin) comes out at 42.1 kcal per mole. As for the lowest unoccupied orbital energy: 0.7 eV. The SMILES is C[C@@H]1OS[C@@H](O)[C@@H]1O.

ORCA input file:
```
! wB97M-V def2-TZVPD RIJCOSX def2/J DEFGRID3
* xyz 0 1
C 0.66 -0.64 -1.92
C 0.55 -0.37 -0.42
O 0.03 -1.54 0.17
S -0.32 -1.33 1.81
C -0.56 0.47 1.75
O 0.36 1.17 2.48
C -0.41 0.76 -0.05
O -1.65 0.67 -0.63
H -0.19 -1.23 -2.24
H 1.57 -1.19 -2.12
H 0.67 0.30 -2.47
H 1.55 -0.13 0.00
H -1.56 0.79 2.03
H 1.23 0.75 2.40
H -0.02 1.77 -0.16
H -1.92 -0.26 -0.63
*
```

Löwdin atomic charge list, values in e, 2 entries: C -0.0176; C -0.4473


This record from the OMol25 dataset describes 2 unconnected molecules or ions with the total composition C4H8O3S. The level of theory is the ωB97M-V functional and the def2-TZVPD basis.

The highest occupied orbital energy (alpha / beta) is -10.321 / -10.319 eV. Its HOMO-LUMO gap (alpha / beta) is 8.501 / 8.500 eV. The energy relative to the best compared isomer or geometry (same formula, charge and spin) comes out at 154.2 kcal per mole. As for the lowest unoccupied orbital energy (alpha / beta): -1.8 / -1.8 eV.

ORCA input file:
```
! wB97M-V def2-TZVPD RIJCOSX def2/J DEFGRID3
* xyz 0 1
C -1.25 0.94 0.50
C -1.07 1.58 -0.90
C -0.38 0.33 -0.44
C 1.38 -1.38 1.08
O 1.73 1.25 0.70
O 2.06 -0.31 -1.24
O -0.92 -1.89 -0.95
S 1.32 0.05 -0.07
H -0.64 1.36 1.38
H -2.28 0.81 0.64
H -1.81 1.32 -1.57
H -0.65 2.55 -1.08
H 1.59 -1.15 2.18
H 0.41 -1.79 0.79
H 2.17 -1.86 0.48
H -1.66 -1.79 -1.50
*
```

Löwdin atomic charge list, values in e, 2 entries: C -0.0930; C -0.0261


Copy entry 3 word for word.
This record from the OMol25 dataset describes a single C4H8O3S molecule. The level of theory is the ωB97M-V functional and the def2-TZVPD basis.

The highest occupied orbital energy is -8.890 eV. Its HOMO-LUMO gap is 9.587 eV. The energy relative to the best compared isomer or geometry (same formula, charge and spin) comes out at 42.1 kcal per mole. As for the lowest unoccupied orbital energy: 0.7 eV. The SMILES is C[C@@H]1OS[C@@H](O)[C@@H]1O.

ORCA input file:
```
! wB97M-V def2-TZVPD RIJCOSX def2/J DEFGRID3
* xyz 0 1
C 0.66 -0.64 -1.92
C 0.55 -0.37 -0.42
O 0.03 -1.54 0.17
S -0.32 -1.33 1.81
C -0.56 0.47 1.75
O 0.36 1.17 2.48
C -0.41 0.76 -0.05
O -1.65 0.67 -0.63
H -0.19 -1.23 -2.24
H 1.57 -1.19 -2.12
H 0.67 0.30 -2.47
H 1.55 -0.13 0.00
H -1.56 0.79 2.03
H 1.23 0.75 2.40
H -0.02 1.77 -0.16
H -1.92 -0.26 -0.63
*
```

Löwdin atomic charge list, values in e, 2 entries: C -0.0176; C -0.4473


> Which value of energy relative to the best compared isomer or geometry (same formula, charge and spin) does entry 4 give?

154.2 kcal per mole


> Look up the energy relative to the best compared isomer or geometry (same formula, charge and spin) of the first one.

63.3 kcal per mole